Entry 1:
Entry from the Open Molecules 2025 dataset: a cluster of 4 separate species, C6H19NO4 in total in a non-equilibrium geometry (ωB97M-V/def2-TZVPD).

Geometry as XYZ:
```
30
Properties=species:S:1:pos:R:3
C -1.300 3.321 0.306
N -2.009 2.044 0.202
C -1.271 0.930 0.630
C -1.267 -0.236 -0.004
C -0.530 -1.462 0.515
C 1.073 -1.302 0.326
C 1.498 -0.843 -1.002
O 1.239 -1.867 -1.961
H -1.125 3.915 -0.570
H -0.348 3.348 0.875
H -1.816 3.997 1.002
H -2.523 1.967 -0.662
H -0.764 1.166 1.577
H -1.722 -0.397 -1.010
H -0.853 -2.337 -0.056
H -0.763 -1.682 1.556
H 1.549 -2.263 0.509
H 1.366 -0.638 1.162
H 2.572 -0.593 -1.171
H 0.902 0.022 -1.469
H 1.349 -2.737 -1.560
O 2.001 1.891 -0.255
H 2.471 2.394 -0.918
H 1.281 2.482 0.000
O -1.343 -2.542 -2.703
H -0.677 -3.209 -2.863
H -0.846 -1.785 -2.409
O 0.884 0.050 3.902
H 0.690 -0.774 4.341
H 1.764 0.059 3.517
```

Calculated values
SMILES string: CN/C=C/CCCO.O.O.O
Total charge: 0
HOMO energy (eV): -7.93
Energy above the lowest of the compared OMol25 structures with the same formula, charge and spin (kJ/mol): 289.1
M (g/mol): 169.2

---

Entry 2:
Entry from the Open Molecules 2025 dataset: an isolated molecule of C18H19N3O4 in a non-equilibrium geometry (ωB97M-V/def2-TZVPD).

Geometry as XYZ:
```
44
Properties=species:S:1:pos:R:3
C 0.381 6.181 -7.407
O 0.142 4.809 -7.200
C 0.353 4.289 -5.963
C 0.795 5.007 -4.855
C 0.972 4.365 -3.646
C 0.722 3.000 -3.493
C 0.930 2.387 -2.200
C 0.763 1.101 -1.867
C 1.023 0.651 -0.490
O 1.403 1.382 0.410
N 0.848 -0.686 -0.299
C 0.895 -1.259 1.019
C -0.271 -2.231 1.193
O -0.974 -2.571 0.274
N -0.406 -2.657 2.481
N -1.317 -3.596 2.808
C -1.524 -3.966 4.010
C -2.499 -5.084 4.208
C -0.903 -3.433 5.218
C -0.371 -2.205 5.546
C 0.024 -2.288 6.899
C -0.289 -3.551 7.301
O -0.852 -4.242 6.305
C 0.277 2.292 -4.616
C 0.097 2.921 -5.824
H -0.267 6.800 -6.778
H 1.427 6.440 -7.218
H 0.148 6.365 -8.454
H 1.002 6.064 -4.925
H 1.316 4.935 -2.794
H 1.264 3.050 -1.410
H 0.436 0.351 -2.571
H 0.339 -1.239 -0.976
H 0.854 -0.439 1.745
H 1.835 -1.808 1.169
H 0.241 -2.308 3.187
H -2.891 -5.388 3.243
H -2.004 -5.927 4.688
H -3.315 -4.762 4.852
H -0.318 -1.327 4.933
H 0.476 -1.514 7.484
H -0.163 -4.054 8.239
H 0.070 1.236 -4.539
H -0.246 2.378 -6.691
```

Calculated values
SMILES string: COc1ccc(/C=C/C(=O)NCC(=O)N/N=C(/C)c2ccco2)cc1
Total charge: 0
HOMO energy (eV): -8.12
Energy above the lowest of the compared OMol25 structures with the same formula, charge and spin (kJ/mol): 420.5
M (g/mol): 341.4

---

Entry 3:
Entry from the Open Molecules 2025 dataset: a structure of composition C8H6Br2F9N2ORu (ωB97M-V/def2-TZVPD).

Geometry as XYZ:
```
29
Properties=species:S:1:pos:R:3
Ru 0.348 -0.347 -0.387
Br 0.023 -2.477 -1.834
C 1.928 -2.888 -1.650
Br 2.799 -1.294 -0.951
H 2.324 -3.107 -2.636
H 2.041 -3.697 -0.935
F 1.005 -1.933 3.645
C -0.260 -1.585 3.506
F -1.000 -2.658 3.327
F -0.676 -0.898 4.556
C -0.386 -0.636 2.251
O 0.258 -1.282 1.164
C -1.870 -0.418 1.816
F -2.469 -1.534 1.521
F -1.767 0.288 0.563
F -2.568 0.321 2.613
C 0.354 0.713 2.504
F 0.557 1.261 1.163
F 1.548 0.553 2.979
F -0.323 1.602 3.148
N -1.144 1.793 -2.306
C -1.056 2.723 -3.205
C 0.337 2.794 -3.589
C 0.975 1.771 -2.783
N 0.102 1.184 -2.022
H -1.985 1.492 -1.815
H -1.906 3.302 -3.552
H 0.789 3.459 -4.315
H 2.022 1.499 -2.777
```

Calculated values
Total charge: +3
HOMO energy (alpha / beta) (eV): -20.74 / -21.90
Energy above the lowest of the compared OMol25 structures with the same formula, charge and spin (kJ/mol): 0.0
⟨S²⟩: 6.015
Multiplicity: 5
M (g/mol): 578.0

---

Entry 4:
Entry from the Open Molecules 2025 dataset: the ion C4H9N2S with charge +1 in a non-equilibrium geometry (ωB97M-V/def2-TZVPD).

Geometry as XYZ:
```
16
Properties=species:S:1:pos:R:3
C 0.253 -1.449 -0.454
C -0.940 0.824 1.110
C -0.802 1.333 -0.308
C 0.230 0.304 0.194
N -0.929 -1.943 -0.763
N 1.611 0.725 0.329
S 1.776 -2.023 -0.693
H -0.556 1.433 1.947
H -1.741 0.176 1.414
H -1.565 1.012 -1.009
H -0.484 2.383 -0.417
H -1.799 -1.681 -0.311
H -1.014 -2.783 -1.372
H 2.224 -0.672 -0.449
H 1.876 1.049 1.244
H 1.859 1.311 -0.462
```

Calculated values
Total charge: +1
HOMO energy (eV): -14.43
Energy above the lowest of the compared OMol25 structures with the same formula, charge and spin (kJ/mol): 265.3
M (g/mol): 117.2